CHNO3S | ωB97M-V/def2-TZVPD

The geometry in XYZ format:
```
7
Properties=species:S:1:pos:R:3:forces:R:3:lowdin_charge:R:1
O 0.3831 0.0031 1.9740 -3.75 -0.22 -1.89 -0.02
H 1.1886 0.3129 1.6045 1.40 0.63 -1.04 0.03
O -0.4346 0.9576 -0.3611 0.66 -0.91 0.95 -0.01
C -0.1250 -0.1551 -1.1369 -0.82 1.05 0.39 -0.90
N -0.7730 0.0495 0.6947 1.55 0.70 2.93 0.06
O -0.4239 -1.0160 -0.0939 0.71 -0.57 -1.34 0.01
S 0.1849 -0.1520 -2.6812 0.25 -0.67 0.00 0.84
```
Forces are in eV/Å.

Results
* energy relative to the best compared isomer or geometry (same formula, charge and spin): 133.50 kcal/mol
* lowest unoccupied orbital energy: -0.890 eV
* Kohn-Sham gap: 0.355 hartree

C21H70O14 | ωB97M-V/def2-TZVPD

The geometry in XYZ format:
```
105
Properties=species:S:1:pos:R:3:forces:R:3:lowdin_charge:R:1
H -2.2217 6.5634 3.5114 0.51 -0.23 -0.05 0.08
H -4.4219 -1.4085 1.3823 -0.31 0.07 -0.34 0.08
C -2.2537 5.6587 1.5619 -0.36 0.62 1.03 -0.47
O -1.5244 -2.9661 0.8478 1.36 0.56 0.53 -0.10
C 2.8244 5.1380 -1.8210 0.31 1.53 0.58 -0.06
H 3.6498 4.4289 -1.8841 -0.26 -0.19 0.84 0.08
O 1.3339 3.7438 -2.9922 -1.22 -0.06 0.05 -0.07
H 2.5486 -2.6316 1.8600 -0.53 0.00 0.18 -0.02
H 2.6160 4.9749 -3.8916 0.36 0.20 -0.31 0.13
H -1.8009 -3.1516 7.2609 -0.05 -0.20 -0.32 0.06
H 1.3797 -2.2462 3.7607 -0.12 -0.43 -0.05 -0.01
H 1.0371 -3.0507 -4.3054 -0.44 0.75 -0.84 0.05
H -3.3825 5.2784 3.4682 0.28 -0.50 -0.26 0.07
O 4.3288 0.1604 1.0520 0.36 0.56 -0.17 -0.07
O 0.5857 -1.2427 0.9054 0.34 -0.02 1.14 -0.09
H -0.8017 1.9860 -3.2182 0.07 -0.40 -0.28 -0.03
H 0.7101 -4.7372 2.2403 0.06 -0.25 -0.16 0.05
H 1.2453 -1.0476 2.8457 -0.20 -0.06 -0.59 -0.03
H -0.7778 0.0897 0.1810 -0.22 0.19 0.09 0.13
H -0.0607 -1.8406 0.5230 -0.43 -0.39 0.08 0.05
H -0.2391 5.6783 2.3513 -0.13 0.10 0.21 0.08
H -0.3684 -5.3463 -1.4513 -0.21 0.35 0.58 0.06
C -1.9392 -4.2882 -2.5482 0.99 -0.01 0.09 -0.47
H 0.9746 -0.3418 -1.4303 0.16 0.13 -0.11 0.06
H -3.6312 -4.1330 -1.6438 -0.47 -0.01 0.23 0.07
O 3.4585 1.8956 -3.0104 0.15 0.82 0.18 -0.04
H 4.0531 -2.7929 1.8095 0.23 -0.07 0.14 0.04
H -0.3158 -0.0101 -4.9869 0.02 -0.03 -0.36 0.03
O 3.2884 -2.6459 1.2528 0.35 0.07 -0.50 -0.07
H 2.1915 0.4028 -0.3249 -0.06 0.42 -0.29 0.07
H 0.6903 1.3491 -0.9250 1.02 0.51 -0.88 0.09
H -1.0982 4.1618 2.6885 0.07 -0.21 -0.41 0.08
C 0.2608 0.0799 0.5117 0.65 0.16 0.64 -0.46
C 2.6317 -1.4546 -4.6597 1.12 0.07 0.54 -0.52
H 3.2367 6.1470 -1.8104 0.45 0.11 -0.34 0.08
C -3.6157 -1.7556 0.7361 0.12 0.61 0.03 -0.06
C 2.0363 -2.8447 -4.6891 0.81 -0.43 0.47 -0.11
O -3.0137 -0.5957 6.4257 0.20 0.47 -0.19 -0.05
H 3.7899 -0.5708 0.7500 -0.23 -0.62 0.06 -0.02
C -2.6315 -2.4784 1.6121 0.67 -1.63 -0.38 -0.47
O 2.6216 -0.8403 -3.3997 -2.00 1.22 1.63 -0.09
H 0.0364 2.0610 1.5170 -0.44 -0.21 -0.03 0.06
H -2.5002 -4.1472 3.0109 0.00 0.12 0.01 0.07
H 4.1907 -1.3416 -6.0149 0.70 -0.54 -0.32 0.07
H 2.2927 -3.2514 -5.6673 -0.66 -0.27 -0.12 0.07
H -0.5098 4.6416 0.9891 0.31 -0.76 0.27 0.07
C -1.2866 -1.8586 5.1118 -0.28 0.25 0.66 -0.05
C 0.9681 6.1202 -3.2771 0.24 0.20 -0.24 -0.04
H 0.1815 6.2720 -2.5380 -0.22 -0.64 0.00 0.07
O 0.6944 -3.8952 2.6953 0.40 0.02 0.59 -0.07
H -0.5231 -2.5928 5.3687 0.32 0.26 -0.18 0.08
C 1.1517 0.4002 -0.6517 -1.19 0.46 0.21 -0.04
H 4.6187 -0.5763 -4.5309 -0.19 -0.17 0.27 0.08
O 1.5933 -1.3154 3.6962 0.51 0.36 0.62 -0.07
O -2.7308 -4.2596 -1.3356 0.43 0.06 -0.80 -0.13
O -0.5300 0.2098 -4.0803 -0.24 0.22 0.15 -0.05
O -1.1880 2.8526 -3.0909 -1.00 0.23 0.21 -0.09
H 4.5490 -2.3895 -4.5829 0.35 0.16 -0.08 0.08
H 0.0162 -3.3917 2.2449 -0.53 0.25 -0.52 0.00
H -3.9627 -2.3512 -0.1083 -0.23 -0.34 0.43 0.06
H -3.8628 -4.3022 1.8768 0.16 -0.01 -0.27 0.08
C -2.9431 6.0695 2.8606 -0.59 0.07 1.16 -0.08
H -2.1422 -2.0245 8.4694 -0.05 0.77 -0.06 0.07
H -3.7249 6.8288 2.8779 -0.22 -0.03 -1.13 0.07
H -3.1545 -0.8983 0.2459 0.11 0.22 0.25 0.07
C 0.4572 1.0745 1.7119 -0.04 -0.88 -0.92 -0.02
H 1.9924 3.0505 -2.9066 0.45 -0.58 0.10 0.05
H 3.7008 1.9876 -3.9318 0.10 -0.03 -0.29 0.05
H 4.2671 0.1258 2.0066 -0.11 -0.07 0.23 0.03
H -2.8398 5.1063 0.8275 -0.28 -0.80 0.68 0.14
H -3.6476 -1.2181 6.0619 0.13 -0.23 -0.09 0.08
H 3.2025 0.9777 -2.9200 -0.30 -0.78 -0.03 0.01
H -1.6923 -3.6202 0.1655 -1.08 -0.17 -0.24 0.06
H -0.4916 -2.2662 7.9340 0.16 0.33 -0.20 0.07
H -3.9254 -3.0513 3.0880 -0.15 -0.35 0.52 0.07
H 2.1808 5.2046 -0.9438 0.27 -1.01 0.40 0.09
C 1.9729 4.9733 -3.0116 -0.24 1.28 -1.44 -0.53
H 2.8408 -1.4487 -2.6902 0.01 -0.40 -0.03 0.10
C -1.7058 -1.1428 6.4126 0.66 -1.30 0.91 -0.46
H -2.1013 -2.4754 4.7324 -0.26 0.21 -0.15 0.06
C -2.1766 -3.0458 -3.4716 1.08 -1.38 0.70 -0.09
H -0.9909 -0.3427 6.6048 -0.38 0.38 -0.16 0.13
C -1.5177 -2.1501 7.5850 -0.40 -0.71 -0.05 -0.07
H 0.5778 6.0435 -4.2920 -0.54 -0.49 0.18 0.08
O -2.0831 6.9084 0.9151 0.84 0.79 -0.30 -0.07
H 0.1975 -4.7286 -2.9064 -0.25 0.08 -0.54 0.05
H -0.0712 -3.5332 -1.7119 0.02 -0.15 0.63 0.07
H -0.0400 -0.4246 -3.5572 0.34 -0.25 0.27 0.00
H 2.1993 -0.7768 -5.3957 -0.58 0.10 0.38 0.13
C -0.9347 4.9433 1.9464 -0.51 1.03 -1.15 -0.05
H -1.5222 -2.2385 -3.1428 -0.51 0.33 0.28 0.05
H 0.0165 0.5839 2.5798 -0.12 0.46 0.19 0.06
C 4.1130 -1.4540 -4.9335 0.31 -0.48 -1.95 -0.09
H 1.5097 1.2871 1.8997 0.20 -0.42 0.01 0.08
H -2.1587 -1.8704 2.3834 -0.01 0.67 -0.40 0.12
C -3.2455 -3.5985 2.4351 -0.71 0.32 -0.11 -0.08
H -1.7681 -3.3050 -4.4484 -0.26 -0.09 -0.32 0.05
C -0.4783 -4.4706 -2.0910 -0.15 0.40 -0.72 -0.13
H -0.4374 3.4437 -3.0328 0.44 0.03 0.01 -0.03
H -3.2268 -2.7662 -3.5551 0.08 0.10 0.06 0.06
H 1.4123 7.1142 -3.3296 0.79 -0.10 0.28 0.07
H -2.1187 -5.2299 -3.0669 -0.71 0.10 -0.26 0.11
H -1.7663 6.7746 0.0188 0.10 -0.10 -0.08 0.08
H 2.5785 -3.4672 -3.9773 0.63 -0.03 0.09 0.07
H -0.9079 -1.1503 4.3749 -0.13 -0.25 -0.09 0.06
```
Forces are in eV/Å.

Results
* net charge: -1
* multiplicity: 2
* lowest unoccupied orbital energy (spin up / spin down): 2.315 / 2.263 eV
* Kohn-Sham gap (spin up / spin down): 0.070 / 0.366 hartree
* <S²>: 0.751

C3H6ClN3S | ωB97M-V/def2-TZVPD

The geometry in XYZ format:
```
14
Properties=species:S:1:pos:R:3:forces:R:3:lowdin_charge:R:1
N -1.3390 0.0132 1.5324 -0.71 -1.31 -0.22 -0.06
C -0.4098 -1.8355 0.1397 2.29 0.24 -0.77 -0.46
C -0.5531 -0.3422 0.5952 0.15 -2.13 1.50 -0.45
H -1.2528 -2.4453 0.3905 -0.37 -0.01 -0.18 0.04
H -3.6115 -0.5380 1.9544 4.47 -1.99 0.83 0.23
H 0.5622 -2.3750 0.4103 -1.51 1.25 0.87 0.09
H 0.5160 0.3073 -0.9794 0.50 -0.55 2.46 0.11
C 0.7583 1.7630 0.2605 0.45 1.08 1.86 -0.73
Cl -0.0367 -1.8993 -1.6353 -0.72 0.03 -0.40 0.55
N -2.1272 -1.2017 1.9684 -0.87 2.95 3.43 -0.13
S 1.7445 2.7598 -0.5966 -0.77 -1.05 -0.06 0.62
H -1.5732 -1.3046 3.1450 -3.09 0.61 -4.07 0.17
N 0.4515 0.4526 0.1054 0.49 0.58 -5.65 -0.03
H 0.4028 2.1264 1.2090 -0.32 0.31 0.40 0.05
```
Forces are in eV/Å.

Results
* energy relative to the best compared isomer or geometry (same formula, charge and spin): 145.22 kcal/mol
* lowest unoccupied orbital energy: -0.569 eV
* Kohn-Sham gap: 0.304 hartree

C4H8N2O | ωB97M-V/def2-TZVPD

The geometry in XYZ format:
```
15
Properties=species:S:1:pos:R:3:forces:R:3:lowdin_charge:R:1
O 2.3869 -1.4850 0.0176 0.49 0.04 -0.38 -0.05
H -2.7208 -0.3059 -0.9183 0.14 0.05 0.05 0.07
N -0.5873 1.6885 0.3653 -0.04 0.16 0.02 0.01
N 1.0407 -1.2703 -0.3520 -0.64 -0.34 0.38 -0.04
C -0.7669 0.3162 -0.0989 -0.12 -0.15 0.12 -0.31
H 0.8300 -1.4078 -1.3311 0.69 -0.24 -0.06 0.13
H -1.7665 -1.5479 -0.0658 -0.06 0.23 -0.07 0.07
C -2.0216 -0.4806 -0.0941 -0.10 0.05 -0.03 -0.04
H 1.6410 1.9329 0.3457 -0.13 -0.07 -0.13 0.11
H -0.5328 2.2905 -0.4590 -0.19 0.05 0.30 0.09
C 0.8325 1.2794 0.6884 0.37 0.13 0.03 -0.11
H 2.8057 -1.9456 -0.7261 -0.17 0.20 0.26 0.10
C 0.5178 -0.0312 0.0046 -0.39 0.09 -0.06 -0.22
H -2.5339 -0.2299 0.8432 -0.10 -0.06 -0.17 0.08
H 0.8752 1.1968 1.7805 0.24 -0.13 -0.24 0.11
```
Forces are in eV/Å.

Results
* energy relative to the best compared isomer or geometry (same formula, charge and spin): 118.08 kcal/mol
* lowest unoccupied orbital energy: 0.665 eV
* Kohn-Sham gap: 0.295 hartree

CH2F3NP2 | ωB97M-V/def2-TZVPD

The geometry in XYZ format:
```
9
Properties=species:S:1:pos:R:3:forces:R:3:lowdin_charge:R:1
P -4.2639 0.5444 -0.2419 2.60 -0.03 1.06 0.94
F -1.0533 -2.0804 -0.8578 -1.68 1.01 0.19 -0.21
C -0.3967 0.2036 0.0820 -4.59 -3.24 -1.37 -0.18
F -3.2054 1.3522 0.7766 -1.74 -0.19 -0.86 -0.40
P -1.8203 -0.8979 -0.0579 4.83 -1.10 1.26 0.61
H 0.4071 -0.4936 0.0069 0.73 0.13 0.18 -0.03
N -3.3523 -0.6515 -0.6327 -0.20 0.54 -0.03 -0.43
F -2.1919 -1.9284 1.1882 -0.08 1.42 -1.34 -0.23
H -0.5106 1.0599 0.6511 0.13 1.46 0.91 -0.07
```
Forces are in eV/Å.

Results
* energy relative to the best compared isomer or geometry (same formula, charge and spin): 25.28 kcal/mol
* lowest unoccupied orbital energy (spin up / spin down): -1.956 / -1.956 eV
* Kohn-Sham gap (spin up / spin down): 0.231 / 0.231 hartree

C3H6N4O2S | ωB97M-V/def2-TZVPD

The geometry in XYZ format:
```
16
Properties=species:S:1:pos:R:3:forces:R:3:lowdin_charge:R:1
C -2.0176 0.6874 -0.1338 -0.85 -0.73 -0.63 -0.14
H 0.2871 -0.7562 -2.2546 -0.45 -0.56 4.61 0.27
O -1.0663 -0.8185 1.7424 0.44 -0.66 0.12 -0.30
H 0.5808 -2.0186 -0.4277 0.19 1.27 -0.20 0.10
H -1.2865 1.1059 -0.8164 -0.71 0.13 -0.70 0.03
C 2.3742 -0.0209 0.5291 -0.29 0.39 0.88 -0.13
C 0.2944 -0.9413 -0.5813 -0.21 -0.68 -3.37 -0.20
N 1.7621 1.9951 0.4118 0.42 1.44 -1.23 -0.04
O -2.0547 -1.9161 -0.2957 -0.90 -1.34 -0.23 -0.31
H -2.1719 1.3988 0.6227 0.67 0.59 1.72 0.05
H -3.0746 0.4975 -0.3905 0.73 -0.14 -1.05 0.08
N 2.7137 1.2161 0.8726 0.92 -1.69 0.76 0.03
N 1.2018 0.0283 -0.1000 0.57 0.89 -1.12 -0.19
S -1.3308 -0.8813 0.3366 0.81 2.21 -0.52 0.58
N 0.9311 1.3672 -0.2994 -1.59 -1.10 0.87 0.04
H 2.8572 -0.9432 0.7842 0.26 -0.01 0.10 0.13
```
Forces are in eV/Å.

Results
* energy relative to the best compared isomer or geometry (same formula, charge and spin): 85.40 kcal/mol
* lowest unoccupied orbital energy: -0.770 eV
* Kohn-Sham gap: 0.369 hartree

| no. | E_tot (eV) |
| --- | --- |
| 1 | -19514.765 |
| 2 | -51575.720 |
| 3 | -31030.222 |
| 4 | -9301.273 |
| 5 | -29290.179 |
| 6 | -24093.725 |